1.
DFT (the ωB97M-V functional and the def2-TZVPD basis) results for a cluster of 6 separate species, C36H90O24P6 in total in a non-equilibrium geometry.

```
! wB97M-V def2-TZVPD RIJCOSX def2/J DEFGRID3
* xyz 0 1
P 10.203 -11.470 25.268
P 10.455 -15.669 31.363
P 15.420 -9.210 19.824
P 11.711 -3.206 23.742
P 5.170 -2.308 25.232
P 9.691 -19.880 24.814
O 11.550 -11.678 25.808
O 10.069 -21.259 25.510
O 9.820 -9.938 25.063
O 6.035 -3.560 24.603
O 11.076 -1.729 23.410
O 16.633 -8.972 20.637
O 15.745 -9.485 18.290
O 11.739 -16.323 31.631
O 9.959 -12.192 23.858
O 9.762 -20.161 23.216
O 9.984 -15.638 29.842
O 11.199 -3.821 24.994
O 13.273 -2.902 23.779
O 10.972 -18.950 25.082
O 10.220 -14.157 31.889
O 6.037 -1.725 26.434
O 14.246 -8.125 19.720
O 5.394 -1.135 24.099
O 8.391 -19.311 25.199
O 11.500 -4.041 22.412
O 9.152 -16.360 32.004
O 3.781 -2.654 25.526
O 14.532 -10.466 20.241
O 8.968 -12.007 26.170
C 9.764 -23.262 26.703
C 10.813 -15.869 28.733
C 4.621 0.060 24.086
C 11.370 -13.267 31.767
C 14.445 -12.817 19.926
C 10.833 -13.286 23.607
C 15.259 -2.154 25.144
C 16.445 -7.342 17.384
C 8.768 -0.803 23.224
C 9.038 -17.718 32.410
C 10.775 -8.941 24.769
C 12.533 -17.119 24.702
C 12.077 -12.939 22.788
C 11.045 -17.590 24.703
C 10.403 -22.435 22.610
C 9.905 -1.258 24.089
C 13.556 -7.803 20.921
C 9.539 -4.089 20.817
C 15.161 -11.678 20.671
C 7.562 -18.051 32.324
C 3.682 0.173 22.894
C 9.318 -21.385 22.622
C 9.197 -21.848 26.551
C 7.779 -5.171 25.222
C 8.978 -11.667 27.591
C 10.806 -17.368 28.360
C 10.648 -11.934 31.417
C 5.605 -0.656 27.292
C 16.808 -8.795 17.606
C 7.424 -3.727 24.823
C 8.052 -10.504 27.871
C 13.762 -2.112 24.843
C 10.155 -7.759 24.074
C 10.216 -4.596 22.107
C 13.413 -6.299 21.066
C 6.813 0.302 27.357
H 7.430 -5.887 24.481
H 12.446 -11.939 23.003
H 8.859 -12.629 28.087
H 9.180 -4.883 20.168
H 10.285 -0.444 24.716
H 11.190 -17.937 29.203
H 11.184 -22.143 21.899
H 12.444 -16.319 23.965
H 9.470 -21.162 27.350
H 11.426 -17.693 27.516
H 11.848 -15.577 28.949
H 10.351 -3.670 20.205
H 9.703 -11.729 31.912
H 8.575 -21.778 23.339
H 10.285 -5.679 22.058
H 8.111 -9.612 27.253
H 13.324 -2.235 25.837
H 15.655 -7.419 16.635
H 7.013 -10.739 28.100
H 10.398 -14.120 23.047
H 9.190 -0.342 22.329
H 9.553 -17.793 33.371
H 3.349 1.211 22.859
H 8.041 -0.131 23.673
H 8.201 -21.797 26.120
H 9.435 -8.068 23.318
H 7.239 -18.966 32.818
H 11.436 -8.678 25.600
H 7.969 -3.398 23.933
H 13.155 -5.910 22.055
H 9.982 -11.375 27.914
H 12.051 -13.603 30.986
H 8.596 -21.326 21.809
H 13.367 -12.699 19.987
H 15.891 -1.770 24.338
H 16.150 -6.848 18.309
H 2.785 -0.435 23.031
H 16.865 -9.394 16.698
H 10.481 -16.869 25.303
H 12.879 -16.682 25.636
H 11.067 -13.794 24.545
H 13.146 -17.978 24.444
H 10.938 -7.070 23.760
H 10.263 -23.655 25.819
H 4.656 -0.234 26.959
H 14.426 -5.895 20.969
H 11.807 -13.286 32.764
H 14.031 -8.195 21.825
H 11.427 -9.493 24.069
H 8.944 -23.973 26.845
H 10.635 -15.204 27.885
H 12.758 -5.720 20.415
H 10.583 -17.548 23.712
H 6.997 -17.220 32.743
H 4.134 0.322 25.027
H 17.250 -6.699 17.026
H 7.401 -0.055 28.201
H 8.237 -1.703 22.907
H 10.366 -11.923 30.360
H 7.393 -18.160 31.253
H 14.690 -12.570 18.887
H 5.323 0.899 24.025
H 9.580 -7.170 24.795
H 7.832 -3.005 25.535
H 8.869 -3.242 20.936
H 15.660 -3.123 25.440
H 17.702 -8.892 18.228
H 5.358 -1.024 28.289
H 14.908 -13.777 20.142
H 9.569 -18.403 31.740
H 8.413 -10.145 28.845
H 14.985 -11.753 21.746
H 13.502 -1.096 24.522
H 9.484 -4.329 22.869
H 9.699 -2.105 24.749
H 7.352 0.237 26.417
H 9.847 -17.582 27.881
H 12.582 -8.294 21.015
H 4.119 -0.167 21.957
H 11.830 -13.093 21.737
H 16.223 -11.651 20.430
H 6.503 1.332 27.528
H 7.393 -5.529 26.177
H 11.395 -11.139 31.482
H 15.521 -1.445 25.932
H 10.947 -22.517 23.547
H 8.862 -5.072 25.338
H 12.822 -13.716 22.972
H 10.426 -23.398 27.556
H 10.025 -23.398 22.268
*
```

Properties
* total energy: -143677.505 eV
* SMILES: CCOP(=O)(OCC)OCC.CCOP(=O)(OCC)OCC.CCOP(=O)(OCC)OCC.CCOP(=O)(OCC)OCC.CCOP(=O)(OCC)OCC.CCOP(=O)(OCC)OCC
* energy above the lowest of the compared OMol25 structures with the same formula, charge and spin: 102.6 kcal per mole
* Kohn-Sham gap: 10.905 eV



2.
DFT (the ωB97M-V functional and the def2-TZVPD basis) results for a cluster of 4 separate species, C4H17N2O4 in total in a non-equilibrium geometry.

```
! wB97M-V def2-TZVPD RIJCOSX def2/J DEFGRID3
* xyz 2 2
O 0.181 2.036 -2.476
O 2.612 2.138 0.970
O -1.645 1.816 2.136
O -1.103 -3.917 -0.515
N 1.517 -1.599 -0.475
N 0.435 0.071 1.343
C -0.883 -0.841 -0.338
C -0.599 0.481 0.407
C 0.286 -1.258 -1.313
C -1.757 1.282 1.100
H -1.382 -3.401 -1.285
H 0.114 -0.207 2.276
H -1.764 -0.616 -0.965
H 0.564 -0.379 -1.948
H 1.904 -0.721 -0.122
H -0.786 2.043 -2.535
H 0.322 2.790 -3.064
H 2.184 -2.018 -1.141
H -2.694 1.221 0.514
H 1.072 0.827 1.609
H -0.098 -2.035 -1.964
H -1.673 -3.523 0.151
H 2.823 3.024 0.641
H -1.050 -1.544 0.511
H 3.037 2.247 1.832
H -0.136 1.200 -0.301
H 1.288 -2.317 0.222
*
```

Properties
* total energy: -15574.124 eV
* Kohn-Sham gap (spin up / spin down): 10.067 / 5.638 eV



3.
DFT (the ωB97M-V functional and the def2-TZVPD basis) results for a structure of composition C8H13N2OP in a non-equilibrium geometry.

```
! wB97M-V def2-TZVPD RIJCOSX def2/J DEFGRID3
* xyz 0 1
P 0.871 -0.834 0.568
O 2.013 -0.548 -0.676
N 1.589 -1.414 1.845
N 2.118 1.012 0.852
C -1.513 -0.322 -0.330
C -0.026 -2.086 -0.441
C 2.695 0.523 -0.188
C -3.638 0.608 0.588
C -2.769 0.416 -0.718
C -0.472 0.334 0.266
C -1.327 -1.761 -0.627
C 3.883 1.041 -0.989
H -2.172 -2.416 -0.806
H -2.555 1.430 -0.988
H 4.813 0.300 -0.746
H -3.447 -0.124 -1.350
H -3.051 0.896 1.429
H -4.124 -0.359 0.840
H -4.315 1.400 0.287
H 3.650 0.795 -2.071
H 4.232 2.167 -0.861
H -0.322 1.440 0.584
H 2.522 1.864 1.165
H 1.120 -1.242 2.728
H 0.227 -3.121 -0.363
*
```

Properties
* total energy: -22820.792 eV
* energy above the lowest of the compared OMol25 structures with the same formula, charge and spin: 81.9 kcal per mole
* Kohn-Sham gap: 8.252 eV



Which formula does entry 1 have? C36H90O24P6